1 | Here is a single C5H8N2 molecule from the OMol25 dataset. Energies are from wB97M-V/def2-TZVPD.

Structure (XYZ):
```
15
C5H8N2 | the OMol25 dataset | wB97M-V/def2-TZVPD
C 2.312 -0.525 -0.067
C 1.936 0.988 0.087
C -0.144 0.100 0.066
C -0.798 -0.029 -1.314
C -0.899 -0.221 1.306
N 1.350 -1.284 -0.049
N 0.707 1.227 0.030
H 3.425 -0.632 -0.078
H 2.802 1.671 -0.018
H -0.017 -0.382 -1.993
H -1.214 0.899 -1.594
H -1.565 -0.761 -1.013
H -1.305 -1.143 1.158
H -1.664 0.497 1.453
H -0.216 -0.184 2.123
```

- LUMO (eV) = 0.74
- HOMO (eV) = -8.7273
- total charge = 0

Results of the Löwdin charge analysis, in e, for atoms 1 through 4: number 1, C, carries -0.265; number 2, C, carries -0.117; number 3, C, carries -0.406; number 4, C, carries -0.025


2 | Here is a molecular structure, C5H8N2 from the OMol25 dataset. Energies are from wB97M-V/def2-TZVPD.

Structure (XYZ):
```
15
C5H8N2 | the OMol25 dataset | wB97M-V/def2-TZVPD
C 1.606 -0.118 -1.221
N 0.271 0.176 -0.743
C -0.360 1.405 -0.594
C -1.600 1.320 0.010
C -0.420 -0.703 1.568
C -1.627 -0.092 0.191
N -0.481 -0.796 -0.262
H 1.562 -0.818 -2.059
H 2.216 -0.551 -0.422
H 2.064 0.816 -1.552
H 0.179 2.270 -0.975
H -1.248 -0.654 2.276
H 0.251 0.141 1.711
H 0.069 -1.673 1.649
H -2.481 -0.725 0.422
```

- LUMO (eV) = 0.73
- HOMO (eV) = -7.5701
- total charge = 0

Results of the Löwdin charge analysis, in e, for atoms 1 through 4: number 1, C, carries -0.016; number 2, N, carries -0.231; number 3, C, carries -0.152; number 4, C, carries -0.090


1 has the most favorable energy; the next structure is 269.3 kJ/mol above.


1 | Here is a single C5H8N2 molecule from the OMol25 dataset. Energies are from wB97M-V/def2-TZVPD.

Structure (XYZ):
```
15
C5H8N2 | the OMol25 dataset | wB97M-V/def2-TZVPD
C 2.365 0.045 -0.416
C 1.051 -0.065 0.197
C -0.061 0.489 -0.276
N -1.089 0.167 0.554
C -2.183 0.102 -0.497
C -0.488 -0.646 1.543
N 0.805 -0.745 1.369
H 3.092 0.033 0.378
H 2.504 -0.830 -1.037
H 2.526 0.931 -1.034
H -0.142 1.278 -0.995
H -1.969 0.063 -1.618
H -2.669 -0.799 -0.206
H -2.712 1.030 -0.355
H -1.031 -1.053 2.392
```

- LUMO (eV) = 0.87
- HOMO (eV) = -8.4198
- SMILES = Cc1cn(C)cn1
- total charge = 0

Results of the Löwdin charge analysis, in e, for atoms 1 through 4: number 1, C, carries -0.051; number 2, C, carries -0.386; number 3, C, carries -0.151; number 4, N, carries -0.079


2 | Here is a single C5H8N2 molecule from the OMol25 dataset. Energies are from wB97M-V/def2-TZVPD.

Structure (XYZ):
```
15
C5H8N2 | the OMol25 dataset | wB97M-V/def2-TZVPD
C -0.948 -1.569 -1.275
C -0.081 -0.200 -1.368
C 0.988 -0.784 -0.667
N 1.220 -0.293 0.525
N 0.449 0.812 0.547
C 0.364 1.513 1.803
C -0.287 0.965 -0.568
H -0.900 -2.204 -2.158
H -1.962 -1.307 -1.007
H -0.627 -2.239 -0.439
H 1.494 -1.652 -1.046
H 1.345 1.897 2.075
H 0.040 0.790 2.561
H -0.374 2.312 1.733
H -0.721 1.958 -0.716
```

- LUMO (eV) = 0.75
- HOMO (eV) = -8.1082
- SMILES = Cc1cnn(C)c1
- total charge = 0

Results of the Löwdin charge analysis, in e, for atoms 1 through 4: number 1, C, carries -0.065; number 2, C, carries -0.195; number 3, C, carries -0.242; number 4, N, carries 0.089


3 | Here is a single C5H8N2 molecule from the OMol25 dataset. Energies are from wB97M-V/def2-TZVPD.

Structure (XYZ):
```
15
C5H8N2 | the OMol25 dataset | wB97M-V/def2-TZVPD
C -0.896 -1.424 0.387
C -1.198 -0.440 1.222
N -1.316 0.889 0.715
C -0.304 1.161 -0.316
C 0.966 0.334 -0.029
C 1.002 -1.037 -0.712
N -0.263 -1.974 -0.523
H -1.227 -0.594 2.291
H -2.259 1.133 0.423
H -0.650 0.886 -1.326
H -0.077 2.238 -0.337
H 1.819 0.707 -0.601
H 1.250 0.376 1.037
H 0.947 -0.831 -1.787
H 1.983 -1.494 -0.481
```

- LUMO (eV) = 1.02
- HOMO (eV) = -8.4508
- SMILES = C1=CNCCCN=1
- total charge = 0

Results of the Löwdin charge analysis, in e, for atoms 1 through 4: number 1, C, carries -0.131; number 2, C, carries -0.182; number 3, N, carries -0.054; number 4, C, carries -0.212


1 has the most favorable energy; the next structure is 105.6 kJ/mol above.


1 | Here is a single C5H8N2 molecule from the OMol25 dataset. Energies are from wB97M-V/def2-TZVPD.

Structure (XYZ):
```
15
C5H8N2 | the OMol25 dataset | wB97M-V/def2-TZVPD
C 1.532 1.997 -0.003
C 0.766 0.716 0.123
C 1.024 -0.388 0.967
C -0.009 -1.263 0.718
N -0.799 -0.678 -0.210
C -2.006 -1.196 -0.811
N -0.339 0.523 -0.588
H 2.606 1.833 0.134
H 1.207 2.726 0.749
H 1.368 2.439 -0.989
H 1.840 -0.513 1.665
H -0.239 -2.242 1.117
H -1.801 -1.664 -1.779
H -2.695 -0.362 -0.956
H -2.456 -1.930 -0.137
```

- LUMO (eV) = 1.04
- HOMO (eV) = -8.9392
- SMILES = Cc1ccn(C)n1
- total charge = 0

Results of the Löwdin charge analysis, in e, for atoms 1 through 4: number 1, C, carries -0.050; number 2, C, carries -0.367; number 3, C, carries -0.040; number 4, C, carries -0.085


2 | Here is a single C5H8N2 molecule from the OMol25 dataset. Energies are from wB97M-V/def2-TZVPD.

Structure (XYZ):
```
15
C5H8N2 | the OMol25 dataset | wB97M-V/def2-TZVPD
C -1.005 -1.701 0.114
N 0.159 -1.825 0.971
C 1.220 -1.154 0.764
C 1.526 -0.117 -0.263
C 0.793 0.990 -0.447
C -0.388 1.253 0.405
N -1.114 2.235 -0.099
H -0.804 -1.267 -0.877
H -1.409 -2.710 -0.011
H -1.771 -1.085 0.600
H 2.071 -1.380 1.420
H 2.455 -0.254 -0.823
H 1.122 1.723 -1.200
H -1.933 2.542 0.414
H -0.924 2.749 -0.968
```

- LUMO (eV) = 0.29
- HOMO (eV) = -8.3775
- total charge = 0

Results of the Löwdin charge analysis, in e, for atoms 1 through 4: number 1, C, carries -0.162; number 2, N, carries -0.008; number 3, C, carries -0.201; number 4, C, carries -0.086


1 has the most favorable energy; the next structure is 276.2 kJ/mol above.


1 | Here is a molecular structure, C4H12CsO4 from the OMol25 dataset. Energies are from wB97M-V/def2-TZVPD.

Structure (XYZ):
```
21
C4H12CsO4 | the OMol25 dataset | wB97M-V/def2-TZVPD
Cs 1.340 -1.465 1.447
C -0.319 -1.371 -2.018
C 1.086 -1.773 -2.558
O 2.126 -0.927 -2.061
O -0.594 -0.024 -2.418
H -0.444 -1.409 -0.936
H -0.981 -2.164 -2.367
H 1.123 -1.853 -3.645
H 1.200 -2.758 -2.104
H 2.192 -0.125 -2.585
H 0.207 0.506 -2.404
C -0.867 1.293 2.822
C -0.638 1.893 1.451
O -0.508 0.844 0.419
O 0.184 0.511 3.367
H -1.710 0.602 2.831
H -1.179 2.128 3.448
H 0.314 2.422 1.502
H -1.337 2.678 1.163
H -1.376 0.447 0.319
H 0.179 0.543 4.327
```

- LUMO (eV) = -3.17
- HOMO (eV) = -13.3519
- total charge = +1

Results of the Löwdin charge analysis, in e, for atoms 1 through 4: number 1, Cs, carries 1.123; number 2, C, carries -0.233; number 3, C, carries -0.215; number 4, O, carries -0.091


2 | Here is a molecular structure, C4H12CsO4 from the OMol25 dataset. Energies are from wB97M-V/def2-TZVPD.

Structure (XYZ):
```
21
C4H12CsO4 | the OMol25 dataset | wB97M-V/def2-TZVPD
Cs 10.198 -7.282 -37.093
C 5.857 -3.636 -36.615
C 6.588 -3.554 -35.230
O 7.416 -4.608 -35.049
O 6.823 -3.491 -37.652
H 5.020 -2.986 -36.871
H 5.528 -4.660 -36.791
H 5.906 -3.388 -34.396
H 7.110 -2.598 -35.239
H 7.003 -5.397 -34.690
H 6.394 -3.978 -38.359
C 12.438 -8.835 -32.875
C 12.046 -8.143 -31.553
O 11.615 -9.007 -30.541
O 11.282 -9.472 -33.376
H 13.009 -9.717 -32.582
H 12.967 -8.216 -33.600
H 11.373 -7.290 -31.645
H 13.014 -7.731 -31.269
H 11.652 -8.489 -29.734
H 11.079 -10.155 -32.732
```

- LUMO (eV) = -3.71
- HOMO (eV) = -12.7780
- total charge = +1

Results of the Löwdin charge analysis, in e, for atoms 1 through 4: number 1, Cs, carries 0.940; number 2, C, carries -0.214; number 3, C, carries -0.271; number 4, O, carries -0.051


1 has the most favorable energy; the next structure is 101.2 kJ/mol above.


1 | Here is 2 unconnected molecules or ions with the total composition C3H3NO from the OMol25 dataset. Energies are from wB97M-V/def2-TZVPD.

Structure (XYZ):
```
8
C3H3NO | the OMol25 dataset | wB97M-V/def2-TZVPD
N 2.544 -0.361 -0.088
C 1.713 0.527 -0.033
O 0.886 1.352 -0.007
H 3.461 -0.336 0.077
C -2.155 0.655 -0.059
C -1.240 -0.132 -0.211
H -3.065 1.186 -0.099
H -0.390 -0.774 -0.204
```

- LUMO (eV) = 0.78
- HOMO (eV) = -10.2311
- SMILES = N=C=O.C#C
- total charge = 0

Results of the Löwdin charge analysis, in e, for atoms 1 through 4: number 1, N, carries 0.203; number 2, C, carries -0.386; number 3, O, carries 0.134; number 4, H, carries 0.022


2 | Here is a single C3H3NO molecule from the OMol25 dataset. Energies are from wB97M-V/def2-TZVPD.

Structure (XYZ):
```
8
C3H3NO | the OMol25 dataset | wB97M-V/def2-TZVPD
C -0.733 0.653 -0.772
C -0.671 -0.523 -0.154
N 0.452 -0.958 0.571
C 1.419 -0.327 0.946
O 2.381 0.198 1.356
H -1.627 0.970 -1.294
H 0.127 1.319 -0.769
H -1.483 -1.243 -0.168
```

- LUMO (eV) = 0.84
- HOMO (eV) = -9.5299
- SMILES = C=CN=C=O
- total charge = 0

Results of the Löwdin charge analysis, in e, for atoms 1 through 4: number 1, C, carries 0.016; number 2, C, carries -0.211; number 3, N, carries 0.112; number 4, C, carries -0.305


3 | Here is a single C3H3NO molecule from the OMol25 dataset. Energies are from wB97M-V/def2-TZVPD.

Structure (XYZ):
```
8
C3H3NO | the OMol25 dataset | wB97M-V/def2-TZVPD
O -2.445 0.258 0.612
C -1.772 0.475 -0.316
C -0.184 0.481 -0.092
C 0.777 1.396 0.501
N 0.866 1.305 -0.753
H -2.052 0.366 -1.461
H 0.016 -0.629 -0.007
H 1.168 1.712 1.456
```

- LUMO (eV) = 0.86
- HOMO (eV) = -9.6323
- SMILES = O=C[C@@H]1C=N1
- total charge = 0

Results of the Löwdin charge analysis, in e, for atoms 1 through 4: number 1, O, carries 0.069; number 2, C, carries -0.251; number 3, C, carries -0.260; number 4, C, carries -0.077


4 | Here is a single C3H3NO molecule from the OMol25 dataset. Energies are from wB97M-V/def2-TZVPD.

Structure (XYZ):
```
8
C3H3NO | the OMol25 dataset | wB97M-V/def2-TZVPD
C -0.360 -0.810 0.670
C -0.662 0.442 0.380
O -0.123 1.128 -0.724
C 0.970 0.624 -1.206
N 1.957 0.183 -1.627
H 0.273 -1.398 0.012
H -0.724 -1.272 1.579
H -1.332 1.103 0.915
```

- LUMO (eV) = 0.81
- HOMO (eV) = -10.3979
- SMILES = C=COC#N
- total charge = 0

Results of the Löwdin charge analysis, in e, for atoms 1 through 4: number 1, C, carries 0.049; number 2, C, carries -0.153; number 3, O, carries 0.026; number 4, C, carries -0.358


2 has the most favorable energy; the next structure is 123.0 kJ/mol above.


1 | Here is a single C3H3NO molecule from the OMol25 dataset. Energies are from wB97M-V/def2-TZVPD.

Structure (XYZ):
```
8
C3H3NO | the OMol25 dataset | wB97M-V/def2-TZVPD
C 0.133 -0.307 0.975
C 0.016 0.139 -0.290
O 1.165 0.618 -0.813
C -1.163 0.082 -1.115
N -2.122 -0.084 -1.742
H 1.054 -0.849 1.187
H -0.646 -0.309 1.711
H 1.563 0.710 0.088
```

- LUMO (eV) = -0.24
- HOMO (eV) = -9.7041
- SMILES = C=C(O)C#N
- total charge = 0

Results of the Löwdin charge analysis, in e, for atoms 1 through 4: number 1, C, carries 0.060; number 2, C, carries -0.422; number 3, O, carries 0.052; number 4, C, carries -0.129


2 | Here is a single C3H3NO molecule from the OMol25 dataset. Energies are from wB97M-V/def2-TZVPD.

Structure (XYZ):
```
8
C3H3NO | the OMol25 dataset | wB97M-V/def2-TZVPD
N 2.507 0.142 0.362
C 1.427 -0.143 0.086
C 0.044 -0.587 -0.267
C -0.893 0.581 0.038
O -0.634 -0.519 0.912
H -0.007 -1.569 -0.922
H -1.802 0.529 -0.520
H -0.643 1.565 0.311
```

- LUMO (eV) = 0.82
- HOMO (eV) = -11.2184
- SMILES = N#C[C@@H]1CO1
- total charge = 0

Results of the Löwdin charge analysis, in e, for atoms 1 through 4: number 1, N, carries 0.150; number 2, C, carries -0.178; number 3, C, carries -0.278; number 4, C, carries -0.051


1 has the most favorable energy; the next structure is 33.6 kJ/mol above.